1.
Below is 2 unconnected molecules or ions with the total composition C24H32N3O, with properties calculated with the ωB97M-V functional and the def2-TZVPD basis.

Element x y z (Å)
C: 0.30 3.84 1.04
N: 0.43 2.45 1.42
C: 0.21 2.09 2.73
O: 0.09 2.87 3.68
C: 0.09 0.58 2.78
C: -1.30 0.12 3.21
C: -2.37 0.76 2.36
C: -2.81 2.05 2.68
C: -3.75 2.70 1.87
C: -4.28 2.04 0.76
C: -3.87 0.74 0.46
C: -2.93 0.09 1.27
N: 0.42 0.20 1.40
C: 0.14 -1.04 0.94
C: -0.05 -1.37 -0.38
C: 0.01 -2.72 -0.82
C: 0.46 -3.04 -2.18
C: 1.31 -4.16 -2.42
C: 1.79 -4.42 -3.70
C: 1.45 -3.58 -4.77
C: 0.62 -2.47 -4.54
C: 0.14 -2.20 -3.26
C: 0.73 1.34 0.53
C: 2.19 1.42 -0.08
C: 3.20 1.48 1.08
C: 2.29 2.62 -1.02
C: 2.52 0.20 -0.93
H: -0.49 4.31 1.63
H: 1.24 4.38 1.22
H: 0.04 3.90 -0.03
H: 0.87 0.21 3.47
H: -1.36 -0.97 3.18
H: -1.42 0.44 4.26
H: -2.39 2.56 3.55
H: -4.05 3.72 2.13
H: -5.01 2.55 0.13
H: -4.27 0.22 -0.41
H: -2.62 -0.93 1.06
H: 0.00 -1.80 1.71
H: -0.31 -0.59 -1.11
H: 0.18 -3.48 -0.06
H: 1.61 -4.79 -1.58
H: 2.47 -5.25 -3.86
H: 1.85 -3.76 -5.77
H: 0.37 -1.80 -5.36
H: -0.50 -1.32 -3.09
H: 0.01 1.37 -0.32
H: 3.14 0.57 1.69
H: 4.22 1.54 0.67
H: 3.03 2.35 1.72
H: 1.44 2.63 -1.71
H: 2.35 3.58 -0.50
H: 3.20 2.52 -1.63
H: 1.81 0.09 -1.76
H: 3.52 0.35 -1.37
H: 2.56 -0.73 -0.35
N: -1.91 -3.50 -0.29
H: -2.23 -2.98 -1.11
H: -2.72 -3.53 0.35
H: -1.68 -4.45 -0.56

Values from the calculation:
Kohn-Sham gap	7.324	eV
total energy	-1172.98772	Ha
net charge	+1
energy above the lowest of the compared OMol25 structures with the same formula, charge and spin	3.180	eV
HOMO energy	-11.63	eV

2.
Below is a molecular structure, C9H13F13InN3O3P, with properties calculated with the ωB97M-V functional and the def2-TZVPD basis.

Element x y z (Å)
N: -0.58 -2.42 3.46
P: -1.53 -2.12 4.74
O: -1.35 -0.47 5.20
O: -1.01 -3.19 5.99
In: -4.02 -2.45 4.14
C: -4.44 -0.88 2.51
C: -3.06 -0.58 1.75
C: -3.24 0.41 0.48
F: -4.43 0.06 -0.20
F: -3.31 1.72 1.05
C: -1.94 0.24 -0.45
F: -1.94 -1.10 -0.92
F: -0.83 0.39 0.39
C: -1.92 1.16 -1.75
F: -2.82 2.25 -1.69
F: -2.37 0.39 -2.85
C: -0.50 1.77 -2.15
F: 0.04 2.61 -1.15
F: -0.75 2.64 -3.26
C: 0.57 0.71 -2.68
F: 0.71 -0.43 -1.88
F: 0.25 0.24 -3.98
C: 2.06 1.32 -2.83
F: 2.11 2.44 -3.65
F: 2.87 0.31 -3.40
F: 2.64 1.56 -1.57
H: -1.16 -2.71 2.67
H: -1.12 0.04 4.40
H: -0.02 -3.23 5.88
H: -4.28 -4.13 3.57
H: -5.01 -2.07 5.61
H: -5.27 -1.22 1.81
H: -4.72 0.07 3.08
H: -2.34 -0.11 2.50
H: -2.63 -1.57 1.42
C: 7.44 1.08 -3.33
O: 8.65 1.17 -3.45
N: 6.85 0.44 -2.29
N: 6.57 1.61 -4.23
H: 5.85 0.37 -2.18
H: 7.45 0.03 -1.60
H: 6.96 2.09 -5.02
H: 5.58 1.54 -4.14

Values from the calculation:
Kohn-Sham gap	7.139	eV
total energy	-2570.50704	Ha
net charge	-1
HOMO energy	-5.22	eV

3.
Below is 12 unconnected molecules or ions with the total composition C22H66ClO15S11, with properties calculated with the ωB97M-V functional and the def2-TZVPD basis.

Element x y z (Å)
Cl: 0.30 0.07 0.25
O: 1.40 0.78 0.73
O: 0.08 -1.03 1.10
O: -0.88 0.93 0.30
O: 0.69 -0.31 -1.09
C: -2.30 3.70 -0.03
S: -3.38 5.27 0.44
O: -4.05 5.89 -0.83
C: -2.09 6.41 0.98
H: -3.07 2.97 -0.26
H: -1.78 3.19 0.78
H: -1.67 4.03 -0.86
H: -1.60 6.98 0.19
H: -1.36 5.89 1.59
H: -2.61 7.18 1.56
C: 3.48 -2.81 3.73
S: 2.88 -4.30 4.74
O: 3.67 -4.21 5.98
C: 1.32 -3.34 4.98
H: 4.49 -3.13 3.46
H: 3.53 -1.92 4.36
H: 2.88 -2.67 2.83
H: 0.65 -3.20 4.14
H: 1.42 -2.36 5.45
H: 0.77 -3.92 5.72
C: 4.36 -0.21 2.06
S: 5.82 -0.03 3.08
O: 6.95 -0.16 2.15
C: 5.61 1.69 3.56
H: 3.47 -0.21 2.69
H: 4.37 -0.97 1.27
H: 4.09 0.73 1.59
H: 4.54 1.93 3.53
H: 6.04 2.26 2.74
H: 5.99 1.93 4.56
C: 1.14 2.05 -3.42
S: 0.07 3.60 -3.85
O: 1.03 4.73 -4.30
C: -0.66 3.05 -5.47
H: 1.90 1.84 -4.16
H: 0.53 1.16 -3.27
H: 1.58 2.29 -2.45
H: 0.19 3.23 -6.13
H: -1.37 3.70 -5.99
H: -1.18 2.09 -5.41
C: -0.98 2.30 3.70
S: 0.28 2.51 5.05
O: 0.48 1.14 5.73
C: 1.72 2.55 3.83
H: -1.00 3.15 3.02
H: -1.93 1.93 4.06
H: -0.68 1.38 3.20
H: 1.67 1.56 3.37
H: 2.69 2.67 4.32
H: 1.63 3.36 3.11
C: -4.40 0.01 2.18
S: -4.99 0.19 3.89
O: -4.61 1.54 4.43
C: -6.85 0.47 3.58
H: -3.37 -0.34 2.25
H: -4.50 0.97 1.67
H: -4.92 -0.82 1.72
H: -7.60 0.72 4.33
H: -7.15 -0.47 3.13
H: -7.04 1.33 2.95
C: -2.26 -3.56 -4.26
S: -3.36 -3.84 -2.83
O: -4.79 -3.67 -3.33
C: -3.01 -2.18 -2.05
H: -2.55 -4.24 -5.06
H: -1.20 -3.78 -4.20
H: -2.29 -2.51 -4.55
H: -3.16 -1.22 -2.54
H: -1.96 -2.06 -1.76
H: -3.68 -2.10 -1.20
C: 0.82 -4.00 -0.68
S: 2.42 -4.45 -1.70
O: 1.95 -5.28 -2.89
C: 2.73 -2.71 -2.38
H: 0.25 -3.15 -1.05
H: 1.07 -3.87 0.38
H: 0.20 -4.89 -0.69
H: 3.28 -2.17 -1.61
H: 1.75 -2.25 -2.52
H: 3.29 -2.68 -3.32
C: 3.50 3.32 -0.28
S: 2.36 4.17 0.72
O: 3.26 5.14 1.54
C: 1.53 5.09 -0.64
H: 3.07 2.62 -1.00
H: 4.23 2.84 0.38
H: 4.13 3.98 -0.88
H: 0.73 4.39 -0.88
H: 2.20 5.43 -1.43
H: 0.94 5.90 -0.22
C: 0.34 -1.54 -8.10
S: 1.14 -2.33 -6.67
O: 2.50 -2.85 -7.15
C: 1.22 -0.71 -5.81
H: -0.33 -0.74 -7.79
H: -0.37 -2.11 -8.70
H: 1.11 -1.15 -8.77
H: 1.79 -0.72 -4.88
H: 0.20 -0.39 -5.58
H: 1.54 0.19 -6.34
C: -1.96 -3.83 2.28
S: -2.64 -4.83 0.92
O: -1.77 -6.09 0.79
C: -4.37 -5.17 1.56
H: -2.61 -3.09 2.75
H: -1.12 -3.41 1.72
H: -1.62 -4.47 3.10
H: -4.58 -6.22 1.36
H: -5.16 -4.57 1.10
H: -4.48 -5.20 2.64

Values from the calculation:
Kohn-Sham gap	8.599	eV
total energy	-6845.98197	Ha
net charge	-1
energy above the lowest of the compared OMol25 structures with the same formula, charge and spin	0.000	eV
HOMO energy	-7.05	eV

4.
Below is a single C4H5NO molecule, with properties calculated with the ωB97M-V functional and the def2-TZVPD basis.

Element x y z (Å)
O: -1.40 -1.74 0.43
C: -0.67 -0.62 0.11
C: 0.18 0.01 1.05
C: 0.92 0.93 0.35
N: 0.49 0.93 -0.94
C: -0.50 -0.02 -1.11
H: -0.82 -2.18 1.06
H: 0.16 -0.17 2.12
H: 1.74 1.55 0.69
H: 0.88 1.49 -1.68
H: -0.98 -0.17 -2.07

Values from the calculation:
Kohn-Sham gap	9.101	eV
total energy	-285.39255	Ha
net charge	0
energy above the lowest of the compared OMol25 structures with the same formula, charge and spin	0.600	eV
HOMO energy	-8.08	eV
SMILES	Oc1cc[nH]c1

5.
Below is a molecular structure, C41H56BN15STi, with properties calculated with the ωB97M-V functional and the def2-TZVPD basis.

Element x y z (Å)
Ti: 0.36 0.21 -0.10
C: -2.69 -2.64 -0.53
C: -1.89 -1.84 0.25
N: -1.15 -1.02 -0.53
N: -1.49 -1.29 -1.81
C: -2.40 -2.26 -1.83
B: -0.82 -0.62 -3.03
N: -0.73 0.90 -2.81
C: -1.12 1.89 -3.60
C: -0.75 3.10 -3.02
C: -0.14 2.75 -1.84
N: -0.11 1.40 -1.71
N: 0.62 -1.12 -3.06
C: 1.31 -1.76 -4.00
C: 2.57 -2.04 -3.49
C: 2.55 -1.52 -2.21
N: 1.36 -0.95 -1.94
H: -3.40 -3.38 -0.21
H: -1.82 -1.80 1.32
H: -2.79 -2.61 -2.78
H: -1.42 -0.87 -4.03
H: -1.64 1.69 -4.52
H: -0.91 4.09 -3.41
H: 0.27 3.37 -1.06
H: 0.86 -1.98 -4.95
H: 3.38 -2.56 -3.98
H: 3.32 -1.55 -1.46
C: -4.73 2.42 -3.60
C: -4.38 0.97 -3.28
C: -4.63 0.07 -4.49
C: -5.13 0.50 -2.05
C: -6.48 0.19 -2.13
C: -7.19 -0.23 -1.02
C: -6.53 -0.37 0.19
C: -5.18 -0.07 0.32
C: -4.50 -0.30 1.67
C: -5.04 0.65 2.74
C: -4.64 -1.76 2.11
C: -4.50 0.40 -0.81
N: -3.11 0.75 -0.67
C: -2.89 1.76 0.04
C: -1.66 2.28 0.69
C: -1.89 3.39 1.47
C: -0.68 3.75 2.09
C: 0.28 2.86 1.72
N: -0.29 1.89 0.83
C: 1.73 2.99 2.16
C: 1.92 4.27 3.00
C: 2.60 3.19 0.92
C: 2.17 1.86 3.09
H: -5.80 2.54 -3.77
H: -4.22 2.77 -4.50
H: -4.46 3.09 -2.77
H: -3.32 0.92 -3.03
H: -5.64 0.20 -4.88
H: -4.52 -0.98 -4.24
H: -3.94 0.31 -5.30
H: -7.00 0.29 -3.08
H: -8.24 -0.46 -1.09
H: -7.08 -0.72 1.06
H: -3.43 -0.10 1.56
H: -6.08 0.43 2.97
H: -4.98 1.69 2.42
H: -4.48 0.54 3.67
H: -5.69 -2.02 2.28
H: -4.11 -1.93 3.05
H: -4.25 -2.45 1.36
H: -3.72 2.40 0.35
H: -2.84 3.89 1.56
H: -0.54 4.59 2.74
H: 1.66 5.17 2.44
H: 2.97 4.35 3.28
H: 1.33 4.25 3.92
H: 2.40 4.18 0.49
H: 2.41 2.45 0.15
H: 3.66 3.15 1.18
H: 1.61 1.93 4.03
H: 3.23 1.98 3.34
H: 2.04 0.86 2.69
N: -0.36 -0.55 4.07
C: -0.47 0.14 2.95
N: 0.13 -0.54 1.96
C: 0.59 -1.68 2.59
N: 0.31 -1.71 3.87
C: 1.17 -2.79 1.86
C: 1.69 -3.92 2.49
N: 2.13 -4.95 1.79
C: 2.03 -4.87 0.47
C: 1.53 -3.73 -0.16
N: 1.11 -2.68 0.53
H: -0.71 -0.32 4.98
H: -0.97 1.09 2.86
H: 1.74 -3.97 3.57
H: 2.36 -5.72 -0.11
H: 1.47 -3.68 -1.24
C: 3.23 1.76 -2.16
N: 4.24 1.68 -1.13
C: 5.26 2.73 -1.20
C: 4.21 0.80 -0.12
S: 2.81 -0.01 0.51
N: 5.37 0.49 0.49
C: 5.42 -0.10 1.83
C: 6.62 0.34 -0.26
H: 2.93 2.80 -2.29
H: 2.36 1.16 -1.90
H: 3.63 1.40 -3.11
H: 4.75 3.67 -1.37
H: 5.96 2.56 -2.03
H: 5.81 2.79 -0.27
H: 4.65 0.33 2.47
H: 6.39 0.12 2.25
H: 5.29 -1.19 1.79
H: 6.43 0.43 -1.32
H: 7.02 -0.65 -0.05
H: 7.36 1.09 0.05

Values from the calculation:
Kohn-Sham gap	5.264	eV
total energy	-3689.44593	Ha
net charge	+2
energy above the lowest of the compared OMol25 structures with the same formula, charge and spin	1.030	eV
HOMO energy	-12.32	eV

6.
Below is a single C5H4 molecule, with properties calculated with the ωB97M-V functional and the def2-TZVPD basis.

Element x y z (Å)
C: -3.13 0.07 0.01
C: -1.96 -0.24 0.11
C: -0.62 -0.27 0.02
C: 0.60 -0.22 -0.11
C: 2.06 0.04 0.04
H: -4.19 0.31 -0.27
H: 2.39 1.03 -0.29
H: 2.23 0.00 1.05
H: 2.61 -0.73 -0.54

Values from the calculation:
Kohn-Sham gap	10.069	eV
total energy	-192.77849	Ha
net charge	0
energy above the lowest of the compared OMol25 structures with the same formula, charge and spin	0.426	eV
HOMO energy	-9.12	eV
SMILES	C#CC#CC

7.
Below is 5 unconnected molecules or ions with the total composition C24H42BN4O11, with properties calculated with the ωB97M-V functional and the def2-TZVPD basis.

Element x y z (Å)
C: -3.88 -0.28 -2.58
O: -2.43 -0.43 -2.72
C: -2.06 -1.72 -3.36
C: -0.45 -1.97 -3.33
C: 0.05 -3.19 -2.36
C: -0.55 -3.15 -0.83
C: -0.37 -1.72 -0.05
C: 1.21 -1.32 0.28
C: 1.27 0.32 0.33
N: 2.28 1.32 -0.21
N: 1.67 2.54 0.16
N: 0.46 2.33 0.82
B: -0.58 3.29 1.37
O: -0.89 4.59 0.68
O: -1.40 3.03 2.60
N: 0.10 1.00 1.00
H: -4.10 0.89 -2.64
H: -4.30 -0.61 -1.51
H: -4.42 -0.86 -3.46
H: -2.37 -1.59 -4.51
H: -2.71 -2.61 -2.95
H: 0.16 -0.97 -3.14
H: -0.14 -2.30 -4.44
H: -0.26 -4.23 -2.83
H: 1.22 -3.15 -2.31
H: -0.04 -4.02 -0.19
H: -1.70 -3.44 -0.88
H: -0.94 -1.66 0.98
H: -0.79 -0.86 -0.73
H: 1.45 -1.71 1.37
H: 1.98 -1.83 -0.44
H: -0.19 4.70 -0.05
H: -2.09 2.33 2.41
H: -0.77 0.63 1.46
O: 2.69 -4.35 2.79
C: 2.71 -3.45 3.61
O: 1.74 -2.49 3.72
C: 2.14 -1.53 4.70
C: 3.16 -2.24 5.56
C: 3.82 -3.19 4.59
H: 2.57 -0.67 4.18
H: 1.27 -1.21 5.27
H: 3.86 -1.56 6.05
H: 2.64 -2.82 6.34
H: 4.65 -2.71 4.07
H: 4.13 -4.11 5.08
O: 7.93 1.95 -2.57
C: 7.14 1.80 -1.65
O: 6.36 0.70 -1.47
C: 5.49 0.91 -0.36
C: 6.16 1.98 0.46
C: 6.86 2.81 -0.58
H: 4.51 1.23 -0.74
H: 5.37 -0.02 0.20
H: 5.46 2.55 1.08
H: 6.90 1.53 1.13
H: 6.21 3.59 -0.99
H: 7.79 3.24 -0.19
O: -2.58 1.00 3.75
C: -2.98 1.28 4.86
O: -3.89 0.55 5.57
C: -4.21 1.23 6.78
C: -3.04 2.14 7.04
C: -2.58 2.50 5.64
H: -5.14 1.78 6.64
H: -4.34 0.50 7.59
H: -3.29 3.01 7.65
H: -2.24 1.59 7.55
H: -3.12 3.37 5.25
H: -1.50 2.66 5.60
O: -4.94 0.19 -5.25
C: -4.54 0.12 -6.40
O: -5.05 -0.72 -7.35
C: -4.27 -0.62 -8.54
C: -3.59 0.72 -8.46
C: -3.39 0.89 -6.97
H: -3.56 -1.45 -8.56
H: -4.93 -0.69 -9.41
H: -2.67 0.77 -9.03
H: -4.27 1.50 -8.83
H: -2.45 0.44 -6.63
H: -3.44 1.95 -6.68

Values from the calculation:
Kohn-Sham gap	6.431	eV
total energy	-2010.83423	Ha
net charge	+1
HOMO energy	-11.63	eV

The lowest Kohn-Sham gap belongs to which entry? C41H56BN15STi

The highest total energy belongs to which entry? C5H4

The highest net charge belongs to which entry? C41H56BN15STi